Molecular formula: C32H40AsN13OSTl
Method: DFT, wB97M-V/def2-TZVPD

Each line ends with the Löwdin charge.
CARTESIAN COORDINATES (ANGSTROEM)
Tl1 -0.5710 -1.0329 -0.4565  0.89
N1 3.1769 1.9265 -1.6977  0.17
C1 2.9818 0.7519 -0.9754  -0.49
N2 3.8706 -0.2184 -0.8904  0.07
N3 3.2734 -1.1077 -0.0814  -0.05
N4 2.1102 -0.6754 0.2793  -0.17
N5 1.8776 0.5310 -0.2894  -0.09
C2 2.2008 2.8202 -1.9544  -0.40
N6 2.1913 3.5893 -3.0196  0.09
N7 1.1090 4.3858 -2.9101  -0.01
N8 0.4485 4.1658 -1.8576  0.01
N9 1.1254 3.1557 -1.1847  -0.23
H1 3.9393 1.9324 -2.3603  0.16
C3 -2.5439 -2.3491 -3.0616  -0.07
N10 -1.9781 -1.6120 -4.1738  -0.13
C4 -1.5187 -2.4464 -5.2750  -0.05
C5 -1.4670 -0.3655 -3.9288  -0.52
O1 -1.2917 0.0481 -2.7678  -0.15
N11 -1.1774 0.4092 -5.0074  -0.13
C6 -1.8866 0.3224 -6.2749  -0.04
C7 -0.4524 1.6470 -4.7953  -0.05
H2 -3.3393 -2.9968 -3.4313  0.10
H3 -2.9657 -1.6605 -2.3349  0.07
H4 -1.7922 -2.9804 -2.5701  0.08
H5 -1.0149 -3.3281 -4.8705  0.09
H6 -0.8040 -1.9109 -5.8912  0.08
H7 -2.3512 -2.7797 -5.8983  0.10
H8 -2.6830 -0.4133 -6.2203  0.09
H9 -1.2145 0.0647 -7.0960  0.10
H10 -2.3373 1.2923 -6.4954  0.10
H11 0.1124 1.5765 -3.8725  0.06
H12 -1.1315 2.5007 -4.7209  0.10
H13 0.2315 1.8183 -5.6272  0.10
C8 2.0272 0.6823 7.1908  -0.07
C9 2.7570 0.9679 6.0484  -0.08
C10 2.1465 0.8928 4.8013  -0.12
C11 0.8088 0.5298 4.6967  -0.41
C12 0.0822 0.2353 5.8481  -0.11
C13 0.6895 0.3152 7.0905  -0.07
As1 0.0391 0.3834 2.9168  1.29
C14 -1.6189 1.3924 3.1443  -0.41
C15 -2.6687 1.2050 2.2421  -0.14
C16 -3.7753 2.0431 2.2539  -0.08
C17 -3.8402 3.0963 3.1574  -0.08
C18 -2.7978 3.2997 4.0509  -0.08
C19 -1.6940 2.4542 4.0448  -0.12
C20 -0.5586 -1.4696 3.0267  -0.44
C21 -1.8548 -1.8789 3.3150  -0.11
C22 -2.1623 -3.2335 3.3667  -0.07
C23 -1.1774 -4.1834 3.1403  -0.08
C24 0.1219 -3.7784 2.8616  -0.08
C25 0.4286 -2.4277 2.7938  -0.15
H14 2.4995 0.7393 8.1627  0.11
H15 3.8006 1.2442 6.1239  0.11
H16 2.7221 1.1033 3.9065  0.09
H17 -0.9572 -0.0639 5.7740  0.11
H18 0.1227 0.0840 7.9832  0.11
H19 -2.6318 0.3884 1.5284  0.07
H20 -4.5891 1.8719 1.5605  0.11
H21 -4.7033 3.7488 3.1711  0.11
H22 -2.8463 4.1128 4.7639  0.11
H23 -0.8945 2.6161 4.7582  0.10
H24 -2.6304 -1.1499 3.5146  0.10
H25 -3.1730 -3.5453 3.5972  0.11
H26 -1.4190 -5.2370 3.1912  0.11
H27 0.8993 -4.5162 2.7046  0.11
H28 1.4421 -2.1126 2.5664  0.09
N12 1.2044 -3.5179 -0.6512  0.10
C26 1.4822 -3.1862 -1.9766  -0.40
C27 1.9640 -4.1098 -2.9057  0.00
C28 2.2540 -3.6651 -4.1788  -0.05
C29 2.0673 -2.3236 -4.4981  -0.06
C30 1.5472 -1.4963 -3.5250  -0.13
N13 1.2319 -1.9172 -2.2981  0.04
H29 1.4169 -4.4729 -0.4045  0.10
H30 1.6389 -2.8691 -0.0014  0.03
H31 2.1382 -5.1373 -2.6156  0.12
H32 2.6495 -4.3538 -4.9143  0.12
H33 2.3176 -1.9339 -5.4746  0.11
H34 1.3595 -0.4473 -3.7273  0.10
C31 -0.5428 4.0757 0.6881  -0.22
S1 0.5294 2.6811 0.3447  1.04
C32 1.8965 3.1513 1.4053  -0.22
H35 -0.0115 5.0184 0.5971  0.07
H36 -0.8788 3.8895 1.7114  0.05
H37 -1.3852 4.0359 0.0052  0.07
H38 1.4660 3.3036 2.3949  0.06
H39 2.3267 4.0751 1.0219  0.08
H40 2.6049 2.3298 1.4174  0.05

Results
F_max in eV/A: 0.222
Charge: +1
Energy relative to the best compared isomer or geometry (same formula, charge and spin) in kJ/mol: 92.5
E in eV: -131611.7437